Here is a molecular structure, C6H10N2 in a non-equilibrium geometry from the OMol25 dataset. Energies are from ωB97M-V with the def2-TZVPD basis set.

Last column: Mulliken charge in e.
Atoms and positions in Å:
C -0.659 0.402 1.635  -0.916
C 1.400 0.795 0.829  -0.555
C 0.496 0.324 -0.251  -0.015
C -0.650 -0.018 0.205  0.657
C -1.179 -1.147 -0.712  -0.634
C 0.714 -0.732 -1.620  -0.505
H -1.672 0.654 1.526  0.371
H -0.599 -0.382 2.314  0.296
H 0.194 2.267 1.676  0.315
H 2.502 1.511 0.536  0.268
H 1.914 -0.322 1.238  0.175
H -0.696 -2.390 -0.372  0.173
H -2.376 -1.221 -0.589  0.288
H -0.815 0.356 -2.319  0.344
H 1.076 -1.884 -0.981  0.155
H 1.282 -0.462 -2.486  0.389
N 0.418 1.296 1.910  -0.408
N -0.638 -0.706 -2.062  -0.397

calculated total energy	-9357.1521	eV
multiplicity	1
energy relative to the best compared isomer or geometry (same formula, charge and spin)	167.99	kcal per mole
maximum force	6.4	eV Å⁻¹

Here is 2 unconnected molecules or ions with the total composition C3H8OS2 in a non-equilibrium geometry from the OMol25 dataset. Energies are from ωB97M-V with the def2-TZVPD basis set.

Last column: Mulliken charge in e.
Atoms and positions in Å:
C -0.761 -0.116 0.701  -0.638
C -0.962 1.095 -0.196  -0.458
S -2.030 0.633 -1.504  -0.146
C -1.517 -1.167 -1.573  -0.547
S -0.236 -1.518 -0.356  -0.117
H -0.065 -0.069 1.561  0.362
H -1.768 -0.350 1.095  0.293
H -0.002 1.400 -0.655  0.262
H -1.372 1.972 0.341  0.331
H -2.430 -1.747 -1.338  0.289
H -1.227 -1.402 -2.615  0.367
O 4.108 0.063 1.691  -0.645
H 3.637 0.354 0.878  0.320
H 4.626 0.851 1.972  0.325

calculated total energy	-26958.3946	eV
multiplicity	1
energy relative to the best compared isomer or geometry (same formula, charge and spin)	4.94	kcal per mole
maximum force	2.2	eV Å⁻¹
SMILES string	C1CSCS1.O

Calculated values (eV) of Kohn-Sham gap for the records, taken in order: 9.59 9.22.